1.
Here is one molecule with the formula C12H27B from OMol25. Energies are from ωB97M-V/def2-TZVPD.

The geometry in ORCA input format:
```
! RIJCOSX wB97M-V def2-TZVPD def2/J DEFGRID3
* xyz 0 1
C 1.6281 3.0113 1.5824
C 1.7598 1.7207 0.7474
C 2.7100 1.9007 -0.4480
C 0.3575 1.2068 0.4025
B 0.2403 -0.0934 -0.4935
C -0.1645 -0.0365 -2.0288
C -1.6233 0.0521 -2.4642
C -2.3616 -1.2737 -2.3957
C -2.3545 1.1827 -1.7041
C 0.5075 -1.5021 0.1903
C 0.2634 -1.7178 1.6925
C 0.7988 -3.0799 2.1618
C -1.2334 -1.6060 2.0663
H 2.6179 3.4317 1.8273
H 1.1399 2.8782 2.5634
H 1.0675 3.7369 0.9903
H 2.1946 0.9330 1.3880
H 3.7113 2.2316 -0.1706
H 2.3783 2.7046 -1.1185
H 2.7709 0.9975 -1.0640
H -0.1855 1.9817 -0.1455
H -0.2321 0.9541 1.3023
H 0.3973 -0.8438 -2.5236
H 0.3604 0.8868 -2.2881
H -1.6017 0.3603 -3.5297
H -3.3693 -1.1205 -2.7536
H -2.4566 -1.5138 -1.3657
H -1.9022 -2.1136 -2.9242
H -1.7573 2.1006 -1.6820
H -2.5723 0.9561 -0.6600
H -3.2925 1.4657 -2.2193
H -0.1233 -2.2256 -0.3528
H 1.5629 -1.6651 -0.0592
H 0.8341 -0.9406 2.2174
H -0.0276 -3.7793 2.2251
H 1.5466 -3.4572 1.4591
H 1.2930 -3.0638 3.1356
H -1.8617 -2.2236 1.4511
H -1.6607 -0.5769 1.8872
H -1.3599 -1.8598 3.1009
*
```

**Energy relative to the best compared isomer or geometry (same formula, charge and spin)**: 0.0 kcal/mol
**LUMO energy**: 0.709 eV



2.
Here is C12H27BLiN4OTa as an isolated structure from OMol25. Energies are from ωB97M-V/def2-TZVPD.

The geometry in ORCA input format:
```
! RIJCOSX wB97M-V def2-TZVPD def2/J DEFGRID3
* xyz 2 1
N -1.8183 -0.4410 0.5515
C -2.9787 -0.6899 0.8416
O -4.0560 -0.8705 1.2667
Li -0.2672 2.2277 2.6038
Ta 0.1055 -0.0507 0.7025
N 0.1744 1.8112 0.0954
N 0.8076 -1.5700 -0.2901
C -0.4145 2.5401 -1.0784
C 0.1947 -2.5906 -1.1740
C -0.1808 4.0382 -0.8575
C 0.2155 2.0423 -2.3801
C -1.8981 2.2363 -1.0858
C -0.4504 -3.6473 -0.2924
C 1.2786 -3.1391 -2.0857
C -0.8769 -1.9255 -2.0077
H -0.5317 4.3061 0.1547
H -0.7552 4.6164 -1.5942
H 0.8908 4.2892 -0.9570
H 1.2982 2.2205 -2.4232
H -0.2216 2.5648 -3.2410
H 0.0491 0.9641 -2.5589
H -2.1249 1.1798 -1.2687
H -2.3911 2.8139 -1.8739
H -2.3678 2.5188 -0.1417
H 0.2864 -4.1369 0.3553
H -0.9412 -4.4099 -0.9021
H -1.2063 -3.2097 0.3647
H 2.0206 -3.7264 -1.5360
H 1.7811 -2.3056 -2.5888
H 0.8253 -3.7736 -2.8532
H -1.3078 -2.6631 -2.6847
H -0.4601 -1.1219 -2.6292
H -1.6953 -1.5150 -1.4249
C 1.6465 2.0364 0.3518
H 2.0585 1.2283 1.0309
H 2.2266 2.0465 -0.5882
H 1.8284 2.9833 0.8918
C 2.0728 -1.9155 0.4194
H 2.1839 -1.2937 1.3378
H 2.0847 -2.9733 0.7333
H 2.9696 -1.7167 -0.1929
B -0.0489 0.1468 5.3627
C 0.0140 0.3502 3.8711
N 0.1102 0.2313 2.6634
H -1.0328 0.7333 5.7804
H 0.9978 0.6111 5.7434
H -0.0950 -1.0506 5.5881
*
```

**LUMO energy**: -8.730 eV